[1]
Entry from the OMol25 dataset: a gas-phase ion, C6H13NO4PS (charge -1) (ωB97M-V with the def2-TZVPD basis set).

Summary:
Molecular weight (g mol⁻¹): 226.2
Spin multiplicity: 1
Total charge: -1
Gap between HOMO and LUMO (eV): 8.26
F_max (eV/Å): 5.185
ΔE to the lowest compared entry with this formula, charge and spin (kcal/mol): 6.89

```
26
Properties=species:S:1:pos:R:3:mulliken_charge:R:1
S 2.271 -1.104 1.877 -0.500
P 2.722 -0.558 -0.022 0.653
O -0.817 2.797 1.192 -0.688
O 3.219 -1.945 -0.807 -0.550
O -1.565 3.417 -0.834 -0.713
O 3.595 0.543 -0.296 -0.691
N 0.306 0.618 -0.272 0.238
C -1.036 -1.319 0.713 0.156
C -2.478 -1.668 1.096 -1.383
C -0.790 2.889 -0.040 0.507
C 1.203 -0.285 -1.029 -0.653
C -1.072 0.016 -0.115 -1.347
C 0.343 1.978 -0.796 -0.806
H 2.591 -2.575 -0.569 0.311
H -2.441 -2.543 1.776 0.362
H -3.163 -1.783 0.348 0.432
H 0.497 -1.130 -1.336 0.433
H 1.349 2.363 -0.490 0.411
H -0.572 -0.832 1.655 0.182
H -1.380 -0.037 -1.108 0.512
H 1.496 0.298 -1.995 0.300
H 0.813 0.773 0.642 0.353
H -3.003 -0.797 1.740 0.266
H -1.693 0.747 0.434 0.475
H -0.484 -1.985 0.118 0.379
H 0.090 2.122 -1.883 0.362
```

[2]
Entry from the OMol25 dataset: a single C4H9NO molecule (ωB97M-V with the def2-TZVPD basis set).

Summary:
Molecular weight (g mol⁻¹): 87.1
Spin multiplicity: 1
Total charge: 0
Gap between HOMO and LUMO (eV): 10.18
F_max (eV/Å): 1.721
ΔE to the lowest compared entry with this formula, charge and spin (kcal/mol): 21.99

```
15
Properties=species:S:1:pos:R:3:mulliken_charge:R:1
O -0.262 2.331 0.116 -0.561
N -0.565 0.069 0.199 0.147
C -0.921 1.345 -0.119 0.099
C -1.529 -0.988 -0.097 -0.901
C 1.843 -0.048 -0.404 -0.959
C 0.797 -0.105 0.738 -0.533
H -1.186 -1.626 -0.935 0.270
H 2.858 -0.245 -0.067 0.331
H -1.936 1.444 -0.596 0.288
H -1.680 -1.564 0.860 0.306
H 1.629 -0.781 -1.223 0.247
H 1.805 0.952 -0.828 0.308
H -2.518 -0.601 -0.327 0.329
H 0.890 0.836 1.335 0.267
H 0.777 -1.018 1.350 0.363
```

Which value of spin multiplicity does entry 1 give? 1

Which formula does entry 1 have? C6H13NO4PS

What is the formula in the second record? C4H9NO

Which value of spin multiplicity does entry 1 give? 1